A.
{
  "formula": "C4H12NOS",
  "method": "ωB97M-V/def2-TZVPD",
  "elements": ["C", "N", "C", "O", "H", "H", "H", "H", "H", "H", "C", "C", "S", "H", "H", "H", "H", "H", "H"],
  "positions_angstrom": [[-1.951, -1.093, 1.382], [-2.401, -0.659, 0.059], [-1.959, 0.784, -0.139], [-0.635, 0.977, -0.077], [-0.924, -0.804, 1.606], [-2.075, -2.179, 1.503], [-2.593, -0.643, 2.157], [-1.813, -1.170, -0.598], [-2.595, 1.328, 0.595], [-2.364, 1.005, -1.151], [1.982, 0.385, -1.687], [2.279, 0.586, -0.202], [1.996, -0.982, 0.661], [0.928, 0.100, -1.724], [2.585, -0.450, -2.077], [2.143, 1.281, -2.282], [3.280, 0.973, 0.003], [1.499, 1.249, 0.170], [2.620, -0.688, 1.800]],
  "nbo_charge": [-0.43, -0.69, 0.13, -0.98, 0.20, 0.16, 0.16, 0.33, 0.07, 0.07, -0.63, -0.52, -0.06, 0.26, 0.18, 0.20, 0.18, 0.28, 0.10],
  "charge": -1,
  "multiplicity": 1,
  "orbital_gap_ev": 6.13
}

=====

B.
{
  "formula": "C4H12NOS",
  "method": "ωB97M-V/def2-TZVPD",
  "elements": ["C", "N", "C", "C", "S", "C", "H", "H", "H", "H", "H", "H", "H", "H", "H", "H", "H", "H", "O"],
  "positions_angstrom": [[-2.716, 0.054, 0.756], [-1.508, 0.599, 0.209], [-0.529, -0.488, -0.293], [0.595, 0.025, -1.310], [2.084, -1.018, -1.455], [-4.066, 0.869, 0.691], [-2.450, -0.357, 1.724], [-2.794, -0.979, 0.167], [-1.530, 1.393, -0.490], [-0.107, -1.049, 0.595], [-1.047, -1.396, -0.734], [-0.004, 0.099, -2.233], [0.651, 1.035, -0.976], [-4.652, 0.237, 1.360], [-4.651, 0.678, -0.195], [-4.018, 1.935, 1.024], [4.451, 0.224, 2.614], [3.694, 1.147, 1.428], [3.745, 0.796, 2.308]],
  "nbo_charge": [-0.20, -0.67, -0.22, -0.53, -0.69, -0.64, 0.17, 0.15, 0.36, 0.18, 0.15, 0.16, 0.16, 0.21, 0.21, 0.21, 0.48, 0.50, -0.99],
  "charge": -1,
  "multiplicity": 1,
  "orbital_gap_ev": 5.92
}

=====

Last place for stability: B

=====

A.
{
  "formula": "C43H42N5P2SW",
  "method": "ωB97M-V/def2-TZVPD",
  "elements": ["W", "C", "C", "C", "C", "C", "C", "C", "H", "H", "H", "H", "H", "H", "H", "H", "C", "S", "C", "C", "C", "N", "P", "C", "C", "C", "C", "C", "C", "C", "C", "C", "C", "C", "C", "P", "C", "C", "C", "C", "C", "C", "C", "C", "C", "C", "C", "C", "H", "H", "H", "H", "H", "H", "H", "H", "H", "H", "H", "H", "H", "H", "H", "H", "H", "H", "H", "H", "H", "H", "H", "H", "H", "H", "H", "H", "H", "N", "C", "C", "C", "C", "C", "C", "H", "H", "H", "H", "H", "N", "C", "N", "C", "N"],
  "positions_angstrom": [[-0.341, -0.357, 1.815], [-1.890, -3.230, 4.309], [-2.389, -1.872, 3.904], [-1.528, -0.753, 3.963], [-1.982, 0.526, 3.597], [-3.291, 0.682, 3.122], [-4.125, -0.412, 3.057], [-3.679, -1.675, 3.459], [-1.085, -3.563, 3.651], [-2.687, -3.970, 4.259], [-1.501, -3.216, 5.329], [-0.571, -0.856, 4.471], [-1.368, 1.393, 3.802], [-3.649, 1.664, 2.842], [-5.142, -0.295, 2.707], [-4.359, -2.517, 3.413], [-0.347, -1.684, -5.740], [1.026, -0.513, -5.614], [0.163, 0.941, -4.952], [0.344, 1.135, -3.448], [-0.163, -0.076, -2.691], [-0.019, -0.018, -1.226], [0.869, -1.068, -0.210], [2.614, -0.730, -0.522], [3.386, -1.558, -1.336], [4.704, -1.221, -1.609], [5.255, -0.068, -1.068], [4.490, 0.758, -0.253], [3.173, 0.429, 0.017], [0.665, -2.806, -0.665], [1.201, -3.691, 0.278], [1.128, -5.057, 0.075], [0.506, -5.556, -1.064], [-0.035, -4.685, -1.994], [0.047, -3.310, -1.801], [-0.785, 1.023, -0.128], [-2.393, 1.375, -0.900], [-2.779, 2.672, -1.243], [-3.991, 2.893, -1.882], [-4.821, 1.826, -2.196], [-4.435, 0.532, -1.877], [-3.231, 0.311, -1.231], [-0.002, 2.644, 0.029], [1.120, 3.051, -0.678], [1.648, 4.320, -0.466], [1.049, 5.185, 0.437], [-0.073, 4.778, 1.153], [-0.589, 3.508, 0.959], [0.069, -2.608, -6.139], [-1.100, -1.314, -6.434], [-0.812, -1.894, -4.777], [-0.895, 0.842, -5.202], [0.539, 1.813, -5.487], [-0.192, 2.039, -3.141], [1.406, 1.279, -3.228], [0.409, -0.933, -3.041], [-1.215, -0.258, -2.932], [2.961, -2.460, -1.757], [5.301, -1.862, -2.244], [6.286, 0.187, -1.279], [4.922, 1.653, 0.177], [2.576, 1.072, 0.650], [1.680, -3.302, 1.171], [1.550, -5.733, 0.807], [0.438, -6.625, -1.219], [-0.541, -5.064, -2.872], [-0.410, -2.664, -2.533], [-2.138, 3.515, -1.028], [-4.280, 3.902, -2.144], [-5.762, 2.001, -2.701], [-5.061, -0.310, -2.141], [-2.932, -0.700, -1.012], [1.601, 2.377, -1.372], [2.529, 4.631, -1.013], [1.458, 6.175, 0.590], [-0.536, 5.447, 1.866], [-1.450, 3.180, 1.530], [0.960, 0.536, 2.564], [2.016, 1.233, 3.137], [2.281, 2.552, 2.772], [3.353, 3.221, 3.340], [4.162, 2.590, 4.276], [3.898, 1.276, 4.639], [2.836, 0.597, 4.069], [1.651, 3.042, 2.042], [3.555, 4.244, 3.050], [4.995, 3.119, 4.718], [4.528, 0.777, 5.364], [2.633, -0.434, 4.332], [-1.728, -1.782, 1.027], [-2.342, -2.539, 0.365], [-3.048, -3.358, -0.280], [-3.107, -3.231, -1.609], [-3.182, -3.118, -2.756]],
  "mulliken_charge": [0.31, -1.53, 1.18, -0.90, -0.35, -0.55, -0.60, -0.64, 0.25, 0.37, 0.39, 0.64, 0.59, 0.47, 0.44, 0.40, -0.55, -0.12, -1.14, -0.51, -0.81, 0.84, 0.70, 0.89, -0.86, -0.77, -0.79, -0.90, 0.03, 0.77, -1.02, -0.74, -0.62, -0.73, -0.36, 0.13, 1.42, -0.91, -0.77, -0.76, -0.47, -0.24, 1.23, -0.70, -0.89, -0.88, -0.73, -0.80, 0.36, 0.34, 0.02, 0.46, 0.49, 0.29, 0.28, 0.53, 0.57, 0.47, 0.46, 0.41, 0.52, 0.22, 0.46, 0.43, 0.40, 0.47, 0.27, 0.36, 0.47, 0.43, 0.52, -0.62, 0.33, 0.50, 0.43, 0.48, 0.45, 0.73, 0.14, 0.44, -0.82, -0.58, -0.77, -0.52, 0.40, 0.46, 0.43, 0.40, 0.43, 0.35, 0.65, -0.90, 0.55, -0.60],
  "charge": 1,
  "multiplicity": 1,
  "orbital_gap_ev": 6.90
}

=====

B.
{
  "formula": "C43H42N5P2SW",
  "method": "ωB97M-V/def2-TZVPD",
  "elements": ["W", "C", "C", "C", "C", "C", "C", "C", "H", "H", "H", "H", "H", "H", "H", "H", "C", "S", "C", "C", "C", "N", "P", "C", "C", "C", "C", "C", "C", "C", "C", "C", "C", "C", "C", "P", "C", "C", "C", "C", "C", "C", "C", "C", "C", "C", "C", "C", "H", "H", "H", "H", "H", "H", "H", "H", "H", "H", "H", "H", "H", "H", "H", "H", "H", "H", "H", "H", "H", "H", "H", "H", "H", "H", "H", "H", "H", "N", "C", "C", "C", "C", "C", "C", "H", "H", "H", "H", "H", "N", "C", "N", "C", "N"],
  "positions_angstrom": [[0.344, 0.163, -0.312], [1.588, 2.136, 2.063], [1.628, 0.726, 1.553], [0.723, -0.247, 2.060], [1.077, -1.626, 1.871], [1.932, -1.988, 0.877], [2.592, -0.970, 0.107], [2.590, 0.327, 0.593], [1.980, 2.834, 1.326], [2.198, 2.204, 2.966], [0.569, 2.426, 2.320], [0.040, 0.035, 2.848], [0.585, -2.383, 2.463], [2.117, -3.030, 0.653], [3.232, -1.237, -0.721], [3.212, 1.082, 0.129], [-5.523, -4.109, -3.324], [-6.076, -4.439, -1.640], [-4.827, -3.530, -0.706], [-5.004, -2.016, -0.749], [-4.135, -1.258, 0.248], [-2.728, -1.003, -0.114], [-2.130, 0.525, -0.500], [-2.982, 1.007, -2.020], [-4.266, 1.556, -1.995], [-4.961, 1.743, -3.179], [-4.388, 1.379, -4.392], [-3.114, 0.830, -4.426], [-2.415, 0.650, -3.242], [-2.722, 1.685, 0.758], [-2.848, 1.273, 2.083], [-3.186, 2.182, 3.072], [-3.395, 3.516, 2.743], [-3.280, 3.932, 1.425], [-2.951, 3.020, 0.432], [-1.377, -2.024, -0.119], [-1.337, -3.006, -1.636], [-2.092, -2.664, -2.753], [-1.928, -3.355, -3.945], [-0.998, -4.380, -4.032], [-0.221, -4.709, -2.929], [-0.381, -4.017, -1.739], [-1.769, -3.204, 1.210], [-1.912, -4.573, 1.007], [-2.282, -5.402, 2.058], [-2.528, -4.872, 3.315], [-2.404, -3.503, 3.525], [-2.025, -2.679, 2.480], [-6.214, -4.628, -3.986], [-4.520, -4.501, -3.487], [-5.554, -3.046, -3.562], [-3.839, -3.837, -1.048], [-4.934, -3.881, 0.324], [-6.043, -1.796, -0.491], [-4.851, -1.622, -1.757], [-4.150, -1.782, 1.209], [-4.577, -0.276, 0.424], [-4.724, 1.841, -1.056], [-5.956, 2.169, -3.155], [-4.939, 1.522, -5.312], [-2.666, 0.527, -5.364], [-1.430, 0.208, -3.265], [-2.700, 0.230, 2.338], [-3.297, 1.852, 4.096], [-3.662, 4.227, 3.514], [-3.456, 4.968, 1.164], [-2.875, 3.352, -0.596], [-2.802, -1.848, -2.699], [-2.505, -3.074, -4.815], [-0.861, -4.905, -4.968], [0.515, -5.498, -2.999], [0.236, -4.276, -0.884], [-1.751, -5.000, 0.026], [-2.390, -6.465, 1.887], [-2.823, -5.520, 4.129], [-2.604, -3.082, 4.502], [-1.930, -1.612, 2.649], [0.373, 1.847, -0.754], [0.175, 3.101, -1.318], [0.102, 3.215, -2.706], [-0.094, 4.459, -3.281], [-0.203, 5.589, -2.481], [-0.108, 5.475, -1.100], [0.082, 4.235, -0.513], [0.201, 2.326, -3.316], [-0.158, 4.546, -4.357], [-0.352, 6.560, -2.934], [-0.180, 6.356, -0.476], [0.146, 4.133, 0.562], [0.531, -0.588, -2.225], [0.695, -0.990, -3.313], [0.912, -1.426, -4.478], [-0.067, -1.367, -5.378], [-0.896, -1.333, -6.182]],
  "mulliken_charge": [1.15, -1.62, 0.67, -0.58, -0.49, -0.18, -1.25, -0.30, 0.39, 0.37, 0.35, 0.68, 0.70, 0.54, 0.49, 0.38, -0.63, -0.08, 0.12, -0.87, -0.67, 1.02, 0.01, 0.97, -0.26, -0.80, -0.91, -0.74, 0.24, 0.91, -0.70, -0.77, -0.82, -0.82, -0.84, -0.29, 1.24, 0.25, -1.03, -0.89, -0.92, -1.36, 1.61, -0.89, -0.77, -0.89, -0.83, -0.31, 0.43, 0.09, 0.22, -0.41, 0.26, 0.56, 0.13, 0.70, 0.47, 0.46, 0.49, 0.46, 0.54, -0.61, 0.32, 0.50, 0.42, 0.48, 0.55, 0.22, 0.67, 0.45, 0.43, 0.49, 0.39, 0.47, 0.42, 0.47, 0.18, 0.22, 0.30, 0.07, -0.75, -0.55, -0.81, -0.04, 0.35, 0.45, 0.42, 0.44, 0.41, -0.22, 0.80, -0.89, 0.58, -0.64],
  "charge": 1,
  "multiplicity": 1,
  "orbital_gap_ev": 7.01
}

=====

Last place for stability: B

=====

A.
{
  "formula": "C3H15NO3",
  "method": "ωB97M-V/def2-TZVPD",
  "elements": ["C", "C", "C", "N", "H", "H", "H", "H", "H", "H", "H", "H", "H", "O", "H", "H", "O", "H", "H", "O", "H", "H"],
  "positions_angstrom": [[0.279, -2.047, -0.991], [0.116, -0.898, 0.040], [-1.257, -0.303, 0.209], [0.587, -1.303, 1.389], [-0.363, -1.816, -1.836], [1.317, -2.149, -1.296], [-0.029, -2.963, -0.483], [0.809, -0.147, -0.331], [-1.192, 0.328, 1.095], [-1.633, 0.251, -0.660], [-2.131, -0.965, 0.228], [1.477, -1.753, 1.241], [-0.002, -1.872, 1.967], [0.095, 2.346, -0.452], [-0.556, 2.130, 0.243], [0.849, 2.642, 0.071], [0.417, 1.798, 2.397], [0.582, 0.864, 2.573], [0.868, 2.283, 3.101], [0.238, 0.965, -2.903], [0.003, 1.443, -2.086], [-0.472, 1.163, -3.514]],
  "nbo_charge": [-0.62, -0.05, -0.64, -0.88, 0.22, 0.21, 0.19, 0.20, 0.21, 0.22, 0.21, 0.36, 0.36, -0.97, 0.49, 0.49, -0.98, 0.50, 0.47, -0.97, 0.50, 0.46],
  "smiles": "CC(C)N.O.O.O",
  "multiplicity": 1,
  "orbital_gap_ev": 9.92
}

=====

B.
{
  "formula": "C3H15NO3",
  "method": "ωB97M-V/def2-TZVPD",
  "elements": ["C", "C", "C", "N", "H", "H", "H", "H", "H", "H", "H", "H", "H", "O", "H", "H", "O", "H", "H", "O", "H", "H"],
  "positions_angstrom": [[-0.099, 0.972, 2.479], [0.066, 0.994, 0.939], [1.194, 0.066, 0.557], [-1.226, 0.669, 0.261], [0.844, 1.192, 2.984], [-0.737, 1.785, 2.836], [-0.427, 0.002, 2.882], [0.230, 2.046, 0.742], [1.508, 0.188, -0.481], [1.975, 0.399, 1.224], [0.956, -0.988, 0.718], [-2.100, 1.060, 0.611], [-1.506, -0.221, 0.710], [1.124, 0.292, -3.050], [1.891, 0.786, -2.773], [0.828, 0.650, -3.890], [-3.623, -0.467, 3.234], [-3.894, 0.456, 3.336], [-3.377, -0.614, 4.155], [2.136, -3.492, -5.961], [2.547, -2.685, -6.309], [1.689, -3.090, -5.207]],
  "nbo_charge": [-0.62, -0.05, -0.61, -0.83, 0.20, 0.20, 0.20, 0.18, 0.22, 0.20, 0.21, 0.35, 0.34, -0.94, 0.47, 0.47, -0.93, 0.46, 0.46, -0.93, 0.46, 0.47],
  "smiles": "CC(C)N.O.O.O",
  "multiplicity": 1,
  "orbital_gap_ev": 9.81
}

=====

Last place for stability: B

=====

A.
{
  "formula": "C4H14N4",
  "method": "ωB97M-V/def2-TZVPD",
  "elements": ["H", "N", "C", "N", "C", "C", "H", "H", "H", "H", "H", "H", "H", "C", "N", "N", "H", "H", "H", "H", "H", "H"],
  "positions_angstrom": [[-0.918, 1.417, 2.056], [-1.001, 1.835, 1.126], [-0.078, 1.401, 0.338], [-0.078, 1.803, -0.964], [1.298, 0.783, 0.994], [2.520, 1.059, 0.138], [0.202, 1.102, -1.641], [-0.915, 2.331, -1.182], [1.432, 1.217, 1.991], [1.215, -0.297, 1.175], [3.418, 0.626, 0.590], [2.657, 2.137, 0.007], [2.423, 0.610, -0.856], [-2.079, -2.022, 0.172], [-1.221, -0.984, -0.402], [-0.426, -1.466, -1.504], [-1.456, -2.786, 0.649], [-2.662, -1.593, 0.991], [-2.741, -2.480, -0.568], [-0.662, -0.640, 0.407], [-1.022, -1.752, -2.286], [0.095, -2.302, -1.228]],
  "nbo_charge": [0.33, -0.74, 0.46, -0.83, -0.46, -0.61, 0.40, 0.40, 0.22, 0.20, 0.21, 0.22, 0.21, -0.43, -0.47, -0.68, 0.16, 0.21, 0.19, 0.36, 0.35, 0.32],
  "smiles": "[H]/N=C(/N)CC.CNN",
  "multiplicity": 1,
  "orbital_gap_ev": 9.59
}

=====

B.
{
  "formula": "C4H14N4",
  "method": "ωB97M-V/def2-TZVPD",
  "elements": ["H", "N", "N", "N", "C", "C", "H", "H", "H", "H", "H", "H", "C", "N", "C", "H", "H", "H", "H", "H", "H", "H"],
  "positions_angstrom": [[2.217, -0.672, -0.556], [2.092, 0.166, 0.028], [0.885, 0.516, 0.033], [0.647, 1.601, 0.767], [1.615, 2.403, 1.586], [-0.742, 1.971, 0.895], [2.329, 1.707, 1.907], [2.129, 3.137, 1.050], [1.091, 2.794, 2.389], [-1.382, 0.991, 0.704], [-0.754, 2.118, 1.902], [-0.908, 2.879, 0.294], [-1.368, -2.240, -2.212], [-0.689, -1.382, -1.223], [-0.637, -1.815, 0.117], [-1.116, -3.400, -2.147], [-2.502, -2.186, -2.070], [-1.145, -2.034, -3.304], [-0.032, -0.877, -1.555], [-0.263, -2.876, 0.238], [0.155, -1.195, 0.650], [-1.624, -1.606, 0.508]],
  "nbo_charge": [0.32, -0.51, 0.02, -0.23, -0.44, -0.41, 0.23, 0.20, 0.20, 0.23, 0.19, 0.20, -0.42, -0.64, -0.42, 0.16, 0.18, 0.21, 0.36, 0.16, 0.22, 0.18],
  "smiles": "[H]/N=N/N(C)C.CNC",
  "multiplicity": 1,
  "orbital_gap_ev": 9.03
}

=====

Last place for stability: B